(1)
C9H21N3O3 | ωB97M-V/def2-TZVPD

XYZ file:
```
36
Properties=species:S:1:pos:R:3:forces:R:3
C 2.4296 1.7768 0.9241 -0.4427 -0.1655 1.4925
N 3.4332 2.0365 -0.0553 0.0502 -0.0263 -0.6444
C 4.0697 0.8661 -0.6309 -0.4009 0.2025 -0.1327
C 3.7014 3.2849 -0.5239 0.0736 -0.4543 0.1614
O 3.1928 4.3030 -0.1257 -0.1787 0.3253 0.0410
H 2.0155 2.6614 1.4050 0.3522 0.3631 -0.4222
H 2.8754 1.2053 1.7489 -0.0717 -0.1264 -0.1291
H 1.5595 1.2150 0.5726 0.2326 -0.0912 -0.3898
H 4.7435 0.3863 0.0789 0.1051 -0.0071 -0.0224
H 3.3001 0.1472 -0.9233 0.0712 -0.0586 0.0293
H 4.5926 1.1546 -1.5399 0.2221 -0.0389 0.0793
H 4.4758 3.2569 -1.3089 -0.0040 0.1049 -0.0462
C 0.1133 -0.6213 -1.3445 -0.6493 0.3406 1.0657
N -0.3282 0.2715 -2.3988 0.5207 -0.5030 -0.0736
C 0.3550 1.5331 -2.5171 -1.0715 0.9141 -1.0692
C -1.0901 -0.2056 -3.4136 0.1338 -0.0226 0.3511
O -1.3514 0.3908 -4.4324 -0.1557 0.0562 -0.2268
H -0.5680 -0.5481 -0.4872 0.0337 -0.0558 -0.0774
H 1.0786 -0.2894 -0.9698 0.2183 -0.1921 -0.2894
H 0.1419 -1.6765 -1.6074 0.1188 0.0685 -0.3842
H 1.3524 1.4375 -2.9507 0.2707 -0.0233 0.5719
H -0.1917 2.1380 -3.2528 0.0312 -0.2961 -0.0002
H 0.2568 2.1341 -1.6141 0.6123 -0.3020 0.2919
H -1.4591 -1.2188 -3.1774 -0.0796 -0.0088 -0.1794
C -3.7469 -1.7976 3.5917 -0.7839 0.2753 -0.0760
N -3.1592 -2.0069 2.2835 -0.0487 0.2445 0.1529
C -2.6628 -3.3317 1.9849 0.2088 0.0217 -0.5822
C -3.2268 -1.0380 1.3331 0.0413 -0.3973 -0.3906
O -2.8377 -1.1471 0.1823 -0.0254 -0.0188 0.4219
H -3.1805 -2.3007 4.3703 0.2098 0.0679 -0.0152
H -4.7861 -2.1557 3.6527 0.2286 -0.2390 -0.1262
H -3.8235 -0.7305 3.8096 0.3155 -0.0490 0.0157
H -3.4706 -4.0665 1.9607 0.0106 -0.0252 0.2535
H -2.2135 -3.3329 0.9914 -0.0636 0.1716 0.0516
H -1.8845 -3.6168 2.6930 -0.1554 -0.0954 0.1519
H -3.7065 -0.1149 1.6908 0.0702 0.0406 0.1456
```
Positions in Å, forces in eV/Å.

The calculation puts the relative energy (zero: lowest compared OMol25 entry of this formula, charge and spin) at 34.25 kcal/mol. For the orbital gap, the calculation gives 9.5 eV. The HOMO energy is -9.027 eV. Its spin multiplicity is 1. As for the structure (SMILES): CN(C)C=O.CN(C)C=O.CN(C)C=O. The total energy is -745.4986 a.u.

---

(2)
C9H21N6O9Sr | ωB97M-V/def2-TZVPD

XYZ file:
```
46
Properties=species:S:1:pos:R:3:forces:R:3
Sr -0.3308 -0.4777 -0.3336 0.9584 -1.6829 -0.2286
C -0.1611 -2.7646 -4.1433 -0.9897 -0.3570 -0.2151
C -0.3083 -2.3953 -2.6550 0.8645 -0.1148 0.3021
O -1.3745 -1.9125 -2.1970 -0.6289 0.2166 -0.8711
O 0.7132 -2.5462 -1.9538 0.5827 0.3460 -0.0316
H -0.3293 -1.8742 -4.7534 0.1316 0.0149 -0.0009
H -0.9343 -3.4817 -4.4438 -0.1962 0.1764 0.1525
H 0.7732 -3.2551 -4.4087 0.2521 0.3554 0.3570
C -1.9656 -3.0170 3.1041 1.0023 0.8736 0.3792
C -1.3957 -2.1653 1.9555 -0.5388 -1.2202 -1.6866
O -0.7914 -2.7339 1.0356 0.0495 -0.2030 0.6655
O -1.6618 -0.9215 1.8759 -0.4342 0.9163 1.0120
H -2.6137 -3.8344 2.8031 -0.1340 0.2188 -0.3604
H -2.4371 -2.3410 3.8188 -0.2180 -0.2694 0.0736
H -1.0959 -3.4789 3.5791 -0.0799 -0.0281 0.1053
C 3.8535 -0.6034 2.1389 -0.4980 0.8232 -0.4153
C 2.9376 -1.3944 1.2024 0.1109 -1.6540 -0.1191
O 3.2019 -2.6063 1.0888 0.0019 0.4211 -0.0055
O 2.0204 -0.7680 0.5944 -0.0557 0.6189 0.1365
H 3.2256 0.0977 2.6968 0.2591 0.0995 0.0828
H 4.4999 -0.0324 1.4639 0.0983 0.1631 0.2615
H 4.4605 -1.2121 2.7990 -0.0703 -0.2181 -0.0291
C -0.4016 2.1329 1.9125 -0.1787 -0.3367 0.7336
O -0.1663 1.6818 0.8034 -0.0922 0.6964 0.2185
N -0.8884 1.3914 2.9496 0.3683 1.0789 -0.7584
N -0.2113 3.4702 2.1882 0.0823 0.2608 -0.3448
H -0.9111 1.8421 3.8384 -0.2049 -0.2830 0.3993
H -1.1857 0.4310 2.7495 -0.0071 -0.4317 0.1271
H -0.3209 3.8674 3.0989 0.0142 -0.1274 0.1819
H 0.3244 3.9966 1.5223 0.0206 -0.1097 -0.0478
C -3.2608 1.6561 -0.6269 2.3162 -0.4380 1.9785
O -2.3681 0.8490 -0.9012 -1.4924 0.8844 -0.9115
N -3.6091 1.7674 0.7004 -0.2561 -0.4679 -0.1512
N -3.7706 2.5875 -1.4560 -0.7155 0.3776 -0.7451
H -4.2513 2.4145 1.1136 -0.0922 0.1323 -0.2663
H -3.1489 1.1075 1.3114 -0.0724 -0.1292 -0.0565
H -3.2908 2.8572 -2.2943 0.1319 -0.4210 -0.0479
H -4.4566 3.2305 -1.1149 -0.0258 0.0957 0.1074
C 2.2659 1.0725 -2.3496 -0.3400 -0.5556 -0.3808
O 1.1744 1.1350 -1.7990 0.0736 0.3569 -0.0986
N 2.8563 2.1730 -2.9425 0.3172 0.0651 0.1728
N 2.9491 -0.0901 -2.4990 -0.5717 0.5900 0.0967
H 2.3749 3.0498 -2.9659 -0.3103 -0.1057 0.1245
H 3.5721 2.0442 -3.6301 0.0722 -0.0594 -0.0505
H 3.8846 -0.0457 -2.8432 0.2426 -0.4231 0.1413
H 2.5538 -0.9034 -2.0337 0.2529 -0.1462 0.0131
```
Positions in Å, forces in eV/Å.

The calculation puts the relative energy (zero: lowest compared OMol25 entry of this formula, charge and spin) at 0.00 kcal/mol. For the orbital gap, the calculation gives 6.4 eV. The HOMO energy is -4.230 eV. As for the net charge: -1. Its spin multiplicity is 1. The total energy is -1392.3602 a.u.

---

(3)
C9H21NO5P2 | ωB97M-V/def2-TZVPD

XYZ file:
```
38
Properties=species:S:1:pos:R:3:forces:R:3
C -1.0972 -0.3665 2.0348 0.5290 -0.3932 0.1044
C -1.0153 -1.8335 1.6973 -1.2205 0.0335 -0.2312
C -2.0577 -2.7745 2.1990 0.8330 0.2019 -0.0671
N 0.0413 -2.3334 0.9581 0.8563 0.3781 -2.0746
P -0.3232 -1.8677 -0.5676 1.1883 -1.1767 3.0348
O 1.0790 -1.7730 -1.4970 -1.3814 0.3051 -0.1156
C 1.2441 -0.5283 -2.1907 0.0417 0.1126 -0.1203
C 2.4201 0.2981 -1.6515 0.1601 -0.0861 0.0379
C 2.5311 0.3039 -0.1133 0.1540 -0.0295 -0.0352
C 2.3788 1.6970 -2.2918 -0.1866 0.4708 0.1858
C 3.6297 2.5675 -1.9522 -0.6638 -0.5910 -0.5287
C 1.1117 2.5126 -1.9663 0.0356 0.0380 -0.3973
H -1.2612 -0.2679 3.1160 -0.4701 0.2066 -0.1188
H -1.8833 0.1693 1.4900 -0.3990 -0.0474 0.5051
H -0.1473 0.1427 1.8175 0.0354 -0.2210 -0.0740
H -3.0315 -2.4894 1.7658 -0.6206 0.1197 0.7228
H -1.8154 -3.8034 1.9155 0.0678 0.1323 -0.2076
H -2.0943 -2.7646 3.2962 -0.5916 0.3169 -0.0473
H -0.9827 -0.6190 -0.4867 0.1548 -0.0989 -0.7784
H -1.2412 -2.7758 -1.1785 0.2248 0.5139 -0.3994
H 0.2977 0.0204 -2.1427 0.1993 0.1703 0.0830
H 1.4283 -0.7150 -3.2572 -0.0516 -0.2179 0.1421
H 3.3257 -0.1876 -2.0401 -0.0743 0.0087 0.0159
H 1.8137 -0.3801 0.3470 -0.0223 0.2364 0.0716
H 2.4401 1.3082 0.3095 -0.2850 -0.1019 -0.0218
H 3.5132 -0.0568 0.2066 -0.0534 0.0015 -0.1054
H 2.3678 1.5462 -3.3797 0.0133 -0.0072 0.0666
H 4.2361 2.6339 -2.8586 0.3254 0.0179 0.2932
H 4.1892 2.1298 -1.1261 0.1423 0.1977 -0.0599
H 3.2959 3.5757 -1.7057 0.2449 -0.0152 0.1808
H 0.9355 2.6563 -0.8980 0.1052 -0.0885 -0.0282
H 1.2403 3.4978 -2.4276 -0.1050 -0.0008 0.1601
H 0.2051 2.0993 -2.4135 0.0535 -0.0953 0.1533
O -4.7259 0.5673 1.8992 0.4955 -0.1330 -0.2320
P -5.3673 -0.3128 3.0005 -0.1634 0.2631 0.2977
O -5.2012 -1.8035 2.5916 0.1239 -0.4045 -0.4625
O -6.8618 0.0218 3.1638 0.1468 -0.2304 0.0448
O -4.6179 -0.0947 4.3366 0.1575 0.2134 0.0054
```
Positions in Å, forces in eV/Å.

The calculation puts the relative energy (zero: lowest compared OMol25 entry of this formula, charge and spin) at 0.00 kcal/mol. For the orbital gap, the calculation gives 2.3 eV. The HOMO energy is 1.608 eV. As for the net charge: -2. Its spin multiplicity is 1. The total energy is -1469.0198 a.u.

---

(4)
C9H22AlINOS | ωB97M-V/def2-TZVPD

XYZ file:
```
36
Properties=species:S:1:pos:R:3:forces:R:3
C 3.2888 0.6569 -1.8213 0.8448 -0.4701 0.5732
C 2.2231 -0.5804 -1.6378 0.0183 0.4627 -1.0630
C 0.6738 -0.1844 -2.1231 1.5777 0.9589 1.0825
I -0.0331 -1.9083 -3.3079 0.0466 0.7645 0.0177
Al -0.5875 -0.0238 -0.4611 -0.1794 -1.0435 -0.8572
S 0.2592 1.6755 0.8132 1.6704 0.4561 0.0435
C -2.4366 0.5206 -1.1628 -0.3038 1.0949 -0.4217
C -2.1974 1.7110 -2.3126 -0.1986 -0.8311 0.5890
N -3.2264 2.8263 -2.1139 0.8596 0.3270 -1.0927
C -0.6394 -1.8567 0.4586 -0.5349 -0.8996 0.3571
C -1.3182 -1.8698 1.9511 0.5099 -1.2749 0.4063
C -0.2077 -1.6468 3.1821 -1.6287 -0.9688 -0.0010
O -0.0066 -0.2296 3.5193 2.2968 -1.6859 -0.4019
C 1.3960 0.0817 3.8337 0.5607 0.8816 1.2296
H 2.8256 1.6285 -2.2981 0.9476 -2.0719 0.8970
H 4.2074 0.2368 -2.4564 -1.9995 1.2286 1.1451
H 3.7581 0.9335 -0.7637 -1.0809 -0.3761 -2.2289
H 2.2706 -0.9311 -0.5219 -0.3347 0.5179 -2.1155
H 2.5741 -1.4430 -2.3470 -0.4911 1.5107 1.6308
H 0.6449 0.8414 -2.7139 0.2873 -2.4768 0.6112
H 1.6859 1.5780 0.8094 -1.9175 -0.1449 -0.2589
H -3.0271 1.0353 -0.2825 0.7696 -1.0678 -1.7716
H -3.0310 -0.3999 -1.5985 0.9452 1.9658 0.8639
H -1.0951 2.1128 -2.2159 -2.0870 -0.6608 -0.3182
H -2.3560 1.2676 -3.3856 0.4168 0.8234 2.0222
H -2.8751 3.5415 -1.4324 -0.3322 -0.9478 -1.0662
H -3.4106 3.2929 -3.0463 0.4954 -0.4683 1.6493
H -1.3029 -2.5648 -0.2358 1.4159 1.3886 1.4083
H 0.4277 -2.3356 0.4992 -1.8778 0.6050 0.1028
H -1.7244 -2.9795 2.1198 0.7730 2.2471 -0.0673
H -2.2647 -1.1742 2.0678 2.1098 -1.1278 -0.1989
H 0.7708 -2.2334 2.9119 -1.6703 1.3928 0.3545
H -0.6643 -2.1796 4.1476 0.9537 1.0635 -1.8448
H 2.1035 -0.8444 3.9343 -1.5318 1.4418 -0.3247
H 1.9059 0.8414 3.0843 -1.4143 -1.5984 1.2774
H 1.3885 0.6036 4.9064 0.0835 -1.0165 -2.2289
```
Positions in Å, forces in eV/Å.

For the orbital gap, the calculation gives 7.4 eV. The HOMO energy is -4.706 eV. As for the net charge: -1. Its spin multiplicity is 1. The total energy is -1424.3629 a.u.

---

(5)
C9H22Br2InN2O2S | ωB97M-V/def2-TZVPD

XYZ file:
```
39
Properties=species:S:1:pos:R:3:forces:R:3
C 0.7870 2.7470 -0.1389 0.0058 -0.0268 0.0038
C 1.3359 1.7409 -1.1493 0.0250 0.2360 -0.1621
Br 2.1699 0.1880 -0.0826 -0.0401 -0.0566 0.0664
C 2.3143 2.3618 -2.0770 -0.0411 -0.0216 0.1651
Br 3.0249 1.0674 -3.3646 0.0179 -0.0474 -0.0468
In 1.4957 4.1440 -3.2249 -0.0555 0.0786 -0.1643
S 3.4256 5.7565 -3.1149 0.0057 0.1045 0.0707
H -0.2008 3.0753 -0.4602 0.0249 0.0336 -0.0325
H 1.4293 3.6269 -0.0847 0.0544 -0.0332 0.0324
H 0.7103 2.3154 0.8568 -0.0724 -0.0293 -0.0155
H 0.5434 1.2235 -1.6822 -0.0022 -0.0947 0.0865
H 3.1849 2.7124 -1.5240 0.0096 0.0180 -0.0325
H 0.1493 4.9003 -2.4030 0.0109 -0.0004 0.0472
H 1.2091 3.7030 -4.8890 0.0114 -0.0460 0.0198
H 4.3572 4.8908 -2.6977 -0.0078 -0.1022 -0.0287
C -2.1098 0.6506 -0.0398 0.0839 0.0338 -0.0332
O -2.3112 1.4550 -0.9293 -0.0218 -0.0531 -0.0054
N -2.7236 0.6876 1.1617 0.0188 -0.0270 -0.0124
C -2.4660 -0.2993 2.1874 -0.0156 0.0163 0.0373
C -3.6695 1.7574 1.4070 -0.0139 0.0075 0.0320
H -1.3898 -0.1797 -0.1354 -0.0104 -0.0020 0.0068
H -3.3774 -0.8430 2.4475 0.0022 -0.0029 -0.0036
H -2.0707 0.1678 3.0930 0.0038 0.0149 -0.0122
H -1.7389 -1.0236 1.8302 0.0294 -0.0593 -0.0191
H -4.4877 1.7284 0.6855 0.0030 -0.0111 0.0013
H -3.1869 2.7317 1.3167 0.0104 -0.0064 -0.0005
H -4.0706 1.6446 2.4126 -0.0058 0.0106 -0.0023
C -0.4984 -4.4953 1.8616 -0.1183 0.0732 -0.0505
O -1.2860 -3.5921 2.0781 0.0177 0.0051 0.0281
N 0.5186 -4.4314 0.9865 0.1193 0.0141 -0.0631
C 1.4134 -5.5465 0.7777 0.0025 -0.0116 0.0115
C 0.7417 -3.2019 0.2340 -0.1020 -0.0596 0.0459
H -0.5678 -5.4713 2.3727 0.0174 0.0007 0.0217
H 2.4420 -5.2741 1.0232 0.0011 0.0021 0.0047
H 1.3864 -5.8826 -0.2612 -0.0092 0.0019 -0.0018
H 1.1136 -6.3764 1.4167 0.0077 -0.0037 -0.0061
H 0.8892 -2.3537 0.8988 0.0181 0.0002 0.0296
H -0.1136 -2.9805 -0.4056 0.0095 -0.0049 -0.0116
H 1.6272 -3.3250 -0.3837 0.0056 0.0486 -0.0063
```
Positions in Å, forces in eV/Å.

For the orbital gap, the calculation gives 7.0 eV. The HOMO energy is -4.767 eV. As for the net charge: -1. Its spin multiplicity is 1. The total energy is -6352.5048 a.u.

---

(6)
C9H22BrCuNO5P | ωB97M-V/def2-TZVPD

XYZ file:
```
40
Properties=species:S:1:pos:R:3:forces:R:3
Cu -4.1158 1.1556 1.7407 -3.3692 0.6790 1.6704
Br -2.3434 0.8235 0.8336 -1.4386 -1.6772 -1.5392
C -0.8784 3.2849 1.3688 0.2760 2.4514 0.6133
O -1.2103 4.4776 1.4045 -0.0505 -0.9046 -0.1591
N 0.3938 2.8983 1.5806 0.6722 -1.8446 -0.4922
C 0.6873 1.4275 1.6698 1.0025 1.1629 1.4727
C 1.4749 3.8047 1.9850 -0.0562 -0.9270 0.4784
H -1.5891 2.4584 1.2139 1.1591 1.8945 0.2577
H 1.6357 1.1335 1.2200 0.3648 0.5864 0.0311
H 0.0247 0.7706 1.1063 0.9553 1.0797 3.5103
H 0.6896 1.0397 2.6885 0.2748 0.6732 0.3367
H 2.3947 3.5011 1.4852 -0.0530 0.1979 -0.2731
H 1.2798 4.8706 1.8674 -0.3671 -0.3724 -0.2608
H 1.6443 3.5830 3.0387 0.1570 0.3509 0.2706
C -0.0034 -2.1773 -4.3024 -0.2046 -2.0129 -0.2754
C 0.7879 -2.8794 -3.1957 0.2412 1.4642 -0.4654
O 0.0660 -2.6841 -1.9711 -0.8379 -0.0540 0.1509
P 0.7251 -2.2668 -0.6126 0.5418 -0.4675 1.4306
O 1.9328 -3.0779 -0.3039 -1.0409 1.5252 -0.0428
O 0.9478 -0.6374 -0.6776 -0.5490 -2.2111 0.7211
C -0.2111 0.2039 -0.6787 0.1948 1.4092 -2.3864
C -0.0017 1.2153 -1.8153 -0.8564 -0.6334 0.4471
O -0.5370 -2.4512 0.4236 0.9962 -0.0996 -1.9135
C -0.3403 -2.5253 1.8143 -0.0034 1.1238 1.9181
C -0.8749 -1.2568 2.5332 0.7470 -0.9944 -0.3603
H -0.3367 -1.1489 -4.1626 0.4310 -0.1717 0.0973
H 0.5014 -2.3928 -5.2441 0.4243 0.7660 -0.1049
H -0.8511 -2.8478 -4.4432 -0.7116 0.4790 0.1894
H 0.8896 -3.9354 -3.4461 -0.1668 -0.0285 0.3756
H 1.7905 -2.4588 -3.1179 0.0640 -0.0339 0.2330
H -1.2256 -0.1848 -0.5893 1.0224 -1.5588 -1.4084
H -0.2531 0.8568 0.1931 0.1745 -0.8431 -3.5755
H 1.0700 1.4096 -1.8566 -0.1690 0.2521 -0.2406
H -0.4075 0.8503 -2.7589 0.3292 0.0501 -0.1502
H -0.5701 2.0988 -1.5248 0.1921 0.3052 -0.3085
H -0.9014 -3.3208 2.3045 -0.2279 -0.5014 -0.9157
H 0.6920 -2.7141 2.1092 0.2367 0.0687 -0.4308
H -0.2264 -0.3838 2.4592 -0.1716 -0.7609 0.1186
H -1.8218 -0.9606 2.0819 0.1731 -0.7505 0.8261
H -0.9291 -1.5598 3.5788 -0.3562 0.3281 0.1537
```
Positions in Å, forces in eV/Å.

The calculation puts the relative energy (zero: lowest compared OMol25 entry of this formula, charge and spin) at 119.71 kcal/mol. For the orbital gap, the calculation gives 7.0 eV. The HOMO energy is -8.567 eV. Its spin multiplicity is 1. The total energy is -5342.8273 a.u.